[1]
Density functional theory data (ωB97M-V/def2-TZVPD) for C19H20IrN4 as an isolated structure in a non-equilibrium geometry.

Orbital gap (alpha / beta): 6.21 / 6.19 eV
Charge: +3

Cartesian coordinates (Å):
Ir  -0.165  -1.199  -0.679
C  0.914  1.788  -1.156
C  2.166  1.409  -0.374
C  2.745  0.046  -0.631
C  4.112  -0.142  -0.389
C  4.671  -1.394  -0.544
C  3.882  -2.436  -1.018
C  2.543  -2.177  -1.270
N  1.988  -0.982  -1.037
N  -0.341  1.193  -0.681
C  -0.705  1.579  0.698
C  -0.248  0.643  1.791
C  -0.105  1.082  3.104
C  0.158  0.161  4.105
C  0.289  -1.185  3.783
C  0.164  -1.548  2.453
N  -0.098  -0.658  1.500
C  -1.442  1.523  -1.597
C  -2.574  0.532  -1.505
C  -3.882  0.900  -1.802
C  -4.891  -0.038  -1.660
C  -4.575  -1.330  -1.266
C  -3.240  -1.640  -1.040
N  -2.274  -0.728  -1.155
H  0.811  2.880  -1.113
H  1.058  1.517  -2.205
H  2.937  2.140  -0.633
H  2.010  1.521  0.703
H  4.715  0.701  -0.082
H  5.717  -1.557  -0.311
H  4.295  -3.416  -1.211
H  1.917  -2.954  -1.695
H  -0.354  2.595  0.906
H  -1.801  1.600  0.772
H  -0.209  2.131  3.340
H  0.263  0.482  5.131
H  0.473  -1.939  4.534
H  0.276  -2.580  2.142
H  -1.814  2.533  -1.379
H  -1.073  1.536  -2.628
H  -4.094  1.900  -2.148
H  -5.920  0.249  -1.842
H  -5.335  -2.092  -1.155
H  -2.966  -2.647  -0.752

Forces on the atoms, in the same order (eV/Å):
Ir 0.1 6.2 1.2
C 1.0 0.1 -0.2
C -0.3 0.0 0.2
C 0.7 0.3 0.4
C -0.7 0.1 -0.3
C 0.2 -0.1 0.0
C -0.4 0.1 -0.3
C 1.1 -0.9 0.0
N -1.8 -0.6 1.0
N 0.2 -2.7 -0.2
C -0.3 -0.2 0.8
C 0.1 0.4 0.1
C 0.0 -0.2 -0.5
C 0.1 -0.3 0.0
C -0.2 0.3 -0.3
C 0.2 -0.8 0.3
N -0.1 -0.4 -2.6
C -0.6 -0.1 -0.8
C -0.4 0.6 -0.1
C 0.7 -0.2 0.1
C -0.3 -0.1 0.0
C 0.4 0.0 -0.1
C -1.1 -0.4 0.0
N 1.5 -1.1 1.1
H -0.2 -0.1 0.0
H -0.2 0.0 0.1
H -0.1 0.0 0.0
H 0.0 0.1 0.0
H 0.0 0.0 0.0
H 0.0 0.0 -0.1
H -0.1 0.0 0.0
H -0.1 0.0 0.1
H 0.0 -0.1 -0.2
H 0.2 0.0 -0.2
H -0.1 0.1 0.0
H 0.0 0.1 0.1
H 0.1 0.0 0.0
H 0.0 0.0 0.0
H 0.2 -0.1 0.0
H 0.1 0.0 0.2
H 0.0 0.1 0.1
H 0.0 -0.1 0.0
H 0.0 0.0 0.0
H 0.1 0.0 0.0

[2]
Density functional theory data (ωB97M-V/def2-TZVPD) for one molecule with the formula C19H20N2O3S in a non-equilibrium geometry.

SMILES: Cc1ccc(OCCSc2nc3ccccc3n2CCC(=O)O)cc1
Relative energy (zero: lowest compared OMol25 entry of this formula, charge and spin): 1443.9 kJ/mol
Orbital gap: 8.91 eV

Cartesian coordinates (Å):
C  -6.065  -1.368  0.539
C  -4.842  -0.389  0.324
C  -3.583  -0.672  -0.147
C  -2.656  0.123  -0.279
C  -2.894  1.311  -0.077
C  -4.236  1.796  0.572
C  -5.288  0.835  0.806
H  -6.192  1.307  0.860
H  -4.389  2.947  0.670
O  -1.937  2.432  -0.004
C  -0.691  2.334  -0.208
C  -0.425  1.957  -1.808
H  0.420  2.394  -2.211
H  -1.214  1.978  -2.261
S  0.374  0.192  -2.115
C  1.792  0.373  -0.969
N  2.338  1.383  -0.593
C  3.448  1.193  0.066
C  4.490  2.185  0.575
C  5.483  1.542  1.299
C  5.703  0.120  0.994
C  4.747  -0.624  0.595
C  3.727  -0.028  -0.052
N  2.609  -0.611  -0.646
C  2.423  -1.874  -1.346
H  3.466  -2.501  -1.337
H  1.789  -2.302  -1.985
C  1.802  -2.605  0.055
C  0.223  -2.430  0.302
O  -0.549  -2.958  -0.355
O  0.106  -1.282  1.000
H  -0.883  -1.188  0.956
H  1.859  -3.802  -0.056
H  2.254  -2.621  0.988
H  5.023  -1.847  0.371
H  6.687  -0.085  1.562
H  6.261  2.120  1.524
H  4.200  3.157  0.977
H  -0.355  1.326  0.413
H  -0.173  3.131  0.200
H  -1.689  -0.262  -0.491
H  -3.691  -1.720  -0.144
H  -5.845  -2.429  0.392
H  -6.905  -1.340  -0.301
H  -6.722  -1.199  1.343

Forces on the atoms, in the same order (eV/Å):
C -0.1 -1.3 -4.3
C -5.0 -0.7 1.8
C -11.0 -8.5 2.5
C 9.9 -2.1 -2.8
C -3.4 14.1 5.2
C 1.3 0.0 -1.6
C 7.0 3.4 -2.9
H -2.7 0.1 1.0
H 0.5 -2.3 0.0
O -8.5 0.2 0.6
C 4.7 -7.3 -2.1
C 9.4 -2.2 7.8
H 1.0 2.1 -0.8
H -8.7 0.3 -5.4
S -0.1 0.8 1.5
C -2.2 -2.5 -2.7
N -2.8 10.5 0.6
C 2.6 8.8 0.7
C -2.9 -2.7 2.5
C -2.9 -2.2 -5.2
C 5.6 4.9 6.0
C 1.2 -8.6 -2.8
C -0.9 -7.6 -0.4
N -0.1 -2.8 -3.6
C 5.5 -3.5 10.0
H -2.4 1.9 -0.6
H -2.7 0.3 -3.6
C -2.5 -5.8 -2.2
C 8.3 3.5 0.0
O -4.8 -2.6 -2.0
O -2.8 -0.7 0.5
H 0.8 0.7 0.6
H -0.2 2.2 -0.5
H 1.7 1.6 1.5
H -1.1 3.4 0.9
H -1.6 -1.1 -1.5
H 3.2 2.1 2.0
H 0.0 0.3 -1.1
H 0.2 2.2 -1.3
H 1.2 1.8 0.2
H 0.9 0.1 -0.7
H 1.9 -1.6 -1.0
H 0.4 -0.1 0.7
H 1.9 0.7 0.9
H 0.1 0.3 1.7

[3]
Density functional theory data (ωB97M-V/def2-TZVPD) for one molecule with the formula C19H20N2O6S.

SMILES: COc1cccc(CNC(=O)CCS(=O)(=O)c2ccc3c(c2)NC(=O)CO3)c1
Relative energy (zero: lowest compared OMol25 entry of this formula, charge and spin): 22.1 kJ/mol
Orbital gap: 9.12 eV

Cartesian coordinates (Å):
C  -2.122  -3.580  2.889
H  -2.962  -4.217  2.593
H  -2.505  -2.645  3.310
H  -1.528  -4.095  3.642
O  -1.247  -3.345  1.813
C  -1.718  -2.698  0.717
C  -0.780  -2.480  -0.298
C  -1.143  -1.837  -1.468
C  -2.458  -1.406  -1.630
C  -3.384  -1.609  -0.624
C  -3.025  -2.253  0.553
H  -3.767  -2.398  1.321
H  -4.396  -1.255  -0.746
H  -2.750  -0.902  -2.538
C  -0.159  -1.580  -2.586
N  1.232  -1.684  -2.216
C  1.996  -0.597  -2.001
O  1.589  0.540  -2.137
C  3.445  -0.897  -1.631
C  3.894  0.079  -0.565
H  4.920  -0.082  -0.246
H  3.745  1.108  -0.880
S  2.837  -0.167  0.918
O  2.218  -1.466  0.809
O  3.648  0.087  2.079
C  1.567  1.091  0.816
C  1.908  2.420  0.978
C  0.934  3.392  0.834
C  -0.370  3.029  0.522
C  -0.707  1.674  0.393
C  0.271  0.706  0.543
H  0.038  -0.342  0.455
N  -2.036  1.336  0.151
C  -2.984  2.242  -0.187
O  -4.139  1.943  -0.381
C  -2.458  3.663  -0.363
H  -3.238  4.375  -0.084
O  -1.315  3.999  0.400
H  -2.240  3.790  -1.436
H  -2.300  0.356  0.161
H  1.163  4.439  0.955
H  2.925  2.682  1.222
H  4.057  -0.783  -2.530
H  3.542  -1.916  -1.258
H  1.580  -2.593  -1.959
H  -0.358  -2.281  -3.406
H  -0.302  -0.562  -2.959
H  0.232  -2.802  -0.111

Forces on the atoms, in the same order (eV/Å):
C -0.2 0.0 0.2
H 0.0 0.0 0.0
H 0.0 0.0 0.0
H -0.1 0.0 0.0
O 0.2 0.1 -0.3
C 0.1 0.0 -0.1
C -0.1 -0.1 0.1
C 0.0 0.0 0.1
C -0.1 -0.1 0.0
C 0.0 -0.1 -0.2
C 0.0 -0.1 0.3
H 0.0 0.0 0.1
H -0.1 0.1 0.0
H 0.0 0.1 -0.1
C 0.0 0.1 -0.2
N -0.4 -0.5 -0.1
C 0.4 -0.2 -0.3
O 0.1 0.2 -0.1
C -0.2 0.1 0.0
C -0.6 -0.1 0.4
H 0.0 0.0 0.2
H 0.1 0.1 0.0
S 0.4 0.4 0.3
O -0.3 0.0 -0.3
O 0.1 0.3 -0.1
C 0.3 -0.4 0.0
C 0.1 0.1 0.1
C -0.2 -0.1 -0.1
C 0.3 -0.3 0.0
C 0.3 0.4 0.1
C -0.1 0.1 0.0
H -0.1 -0.1 -0.1
N 0.0 -0.3 0.1
C 0.2 0.1 0.2
O -0.3 0.1 -0.2
C -0.4 0.1 -0.4
H 0.1 -0.2 -0.1
O 0.2 -0.1 0.3
H 0.0 0.0 0.2
H -0.1 0.2 0.0
H 0.0 0.1 0.0
H 0.1 0.1 0.0
H 0.0 0.0 0.0
H 0.0 0.0 -0.1
H 0.1 0.1 0.0
H 0.0 0.1 0.1
H 0.0 -0.2 0.0
H 0.1 0.0 0.0

[4]
Density functional theory data (ωB97M-V/def2-TZVPD) for one molecule with the formula C19H20N4O2S in a non-equilibrium geometry.

SMILES: Cn1c(=O)n(CC(=O)N2CCC2)c2cc(-c3ccc(C4CC4)s3)cnc21
Relative energy (zero: lowest compared OMol25 entry of this formula, charge and spin): 261.7 kJ/mol
Orbital gap: 8.09 eV

Cartesian coordinates (Å):
O  -2.177  2.595  3.666
O  2.256  1.563  1.374
N  -3.283  -0.100  0.034
S  1.134  -0.445  -2.756
C  -2.147  1.982  2.610
C  1.460  1.805  2.264
C  -1.029  -1.661  -3.453
C  -0.038  -1.986  -4.459
C  -0.561  -0.811  -2.454
C  1.144  -1.391  -4.229
C  -2.638  -0.539  -1.033
C  -2.616  0.660  0.900
C  -0.597  0.584  -0.378
C  -1.259  -0.247  -1.281
C  -1.309  1.069  0.711
N  -3.113  1.127  2.093
N  -0.998  1.872  1.791
N  1.773  1.297  3.548
C  -4.493  1.018  2.544
C  0.226  2.656  1.997
C  0.839  1.020  4.630
C  2.722  0.280  3.855
C  1.784  -0.170  5.049
C  2.314  -1.986  -6.472
C  2.790  -2.984  -5.412
C  2.415  -1.545  -5.013
H  -2.034  -2.074  -3.449
H  -0.247  -2.706  -5.232
H  -3.204  -1.224  -1.691
H  0.486  0.844  -0.478
H  -5.163  1.638  1.978
H  -4.840  -0.022  2.415
H  -4.567  1.261  3.607
H  0.426  3.286  1.147
H  0.149  3.340  2.841
H  0.726  1.812  5.389
H  -0.136  0.689  4.297
H  3.702  0.637  4.163
H  2.858  -0.404  3.022
H  1.384  -1.164  4.994
H  2.232  -0.030  6.053
H  1.291  -2.037  -6.880
H  3.077  -1.588  -7.177
H  2.167  -3.780  -5.103
H  3.852  -3.269  -5.351
H  3.240  -0.873  -4.669

Forces on the atoms, in the same order (eV/Å):
O -0.3 -0.1 -0.7
O -0.2 0.2 -0.4
N -0.3 0.2 0.8
S -0.7 -0.4 -0.7
C 0.9 -0.2 1.5
C 1.9 -1.6 1.1
C 0.7 0.6 0.7
C -1.5 0.0 1.1
C 0.2 -0.7 -1.0
C 1.3 0.5 0.1
C 1.1 -0.3 -0.4
C -0.9 -1.3 -1.6
C 1.0 0.6 0.3
C -0.9 -0.3 -0.2
C 0.3 -0.3 -0.3
N 0.4 1.0 -0.1
N -0.1 0.7 0.7
N -2.3 2.7 -2.0
C 0.1 -1.0 0.4
C -0.2 -0.4 0.9
C 0.3 -0.8 0.7
C 0.0 -1.0 0.6
C 0.8 1.2 0.3
C 0.7 0.2 0.3
C 0.9 1.4 -0.5
C 0.2 -0.3 0.4
H 0.2 0.1 -0.1
H 0.1 0.1 -0.3
H 0.4 0.6 0.3
H -1.1 -0.2 0.0
H -0.2 0.5 -0.3
H 0.3 0.4 0.0
H 0.3 0.1 -0.2
H 0.2 -0.1 -0.6
H -0.8 -0.2 0.2
H 0.1 -0.2 -0.4
H -0.3 0.1 -0.1
H 0.1 0.2 0.0
H 0.0 -0.3 0.0
H -0.3 -0.3 -0.2
H -0.2 -0.1 -0.6
H 0.7 -0.2 0.3
H -0.7 -0.4 0.6
H -0.8 -0.5 0.3
H -0.5 0.4 -0.3
H -0.8 -0.7 -0.6

no.,calculated total energy (Ha)
1,-1058.28626
2,-1468.94707
3,-1695.18946
4,-1503.69216